Entry 1:
Formula: C4H5AlO5
Source: the Open Molecules 2025 dataset
Level of theory: the ωB97M-V functional and the def2-TZVPD basis

Geometry (Å):
O: -0.865 1.368 0.212
O: -0.592 -1.015 -1.555
C: 0.372 -1.414 -0.927
C: 1.383 -0.544 -0.247
O: 1.273 0.819 -0.487
C: 0.462 1.564 0.435
Al: -1.298 0.805 -1.448
H: 0.524 -2.502 -0.790
H: 2.374 -0.900 -0.579
H: 1.322 -0.792 0.833
H: 0.769 2.610 0.260
H: 0.741 1.257 1.464
O: -2.711 -0.164 -0.045
C: -2.088 -0.304 0.951
O: -1.664 -0.787 1.923

As for the expectation value of S²: 0.75. The multiplicity is 2. Its total charge is +1. For the relative energy (zero: lowest compared OMol25 entry of this formula, charge and spin), the calculation gives 0.000 eV. The largest force on an atom comes out at 0.05317 hartree/bohr. The value obtained for the frontier orbital gap (spin up / spin down) is 8.23 / 9.12 eV. The calculation puts the electronic energy at -21057.0745 eV. The value obtained for the HOMO energy (spin up / spin down) is -13.16 / -15.37 eV.

***

Entry 2:
Formula: C6H8
Source: the Open Molecules 2025 dataset
Level of theory: the ωB97M-V functional and the def2-TZVPD basis

Geometry (Å):
C: 2.959 -0.416 -0.054
C: 1.781 -0.220 0.112
C: 0.383 -0.010 0.474
C: -0.445 1.164 -0.126
C: -1.646 0.200 -0.292
C: -0.709 -1.002 -0.021
H: 4.005 -0.590 -0.175
H: 0.354 0.047 1.568
H: -0.583 2.001 0.565
H: -0.068 1.552 -1.079
H: -2.405 0.333 0.484
H: -2.146 0.213 -1.266
H: -0.446 -1.555 -0.931
H: -1.032 -1.716 0.742

For the relative energy (zero: lowest compared OMol25 entry of this formula, charge and spin), the calculation gives 1.725 eV. The largest force on an atom comes out at 0.00894 hartree/bohr. The value obtained for the frontier orbital gap is 10.93 eV. The calculation puts the electronic energy at -6349.0591 eV. The value obtained for the HOMO energy is -9.77 eV.

***

Entry 3:
Formula: H6O2S2
Source: the Open Molecules 2025 dataset
Level of theory: the ωB97M-V functional and the def2-TZVPD basis

Geometry (Å):
S: -3.247 1.137 0.328
S: -1.528 0.071 0.839
H: -2.501 1.780 -0.621
H: -2.104 -1.011 1.438
H: 1.876 1.265 0.428
H: 2.764 1.551 -0.754
O: 2.206 0.880 -0.396
H: 0.193 -2.277 -0.339
H: 1.234 -1.332 -0.766
O: 1.108 -2.064 -0.157

As for the expectation value of S²: 0.75. The multiplicity is 2. Its total charge is +1. For the relative energy (zero: lowest compared OMol25 entry of this formula, charge and spin), the calculation gives 0.133 eV. The largest force on an atom comes out at 0.04223 hartree/bohr. The value obtained for the frontier orbital gap (spin up / spin down) is 8.60 / 5.50 eV. The calculation puts the electronic energy at -25853.4467 eV. The value obtained for the HOMO energy (spin up / spin down) is -14.71 / -14.68 eV.

***

Entry 4:
Formula: C3H4N4S
Source: the Open Molecules 2025 dataset
Level of theory: the ωB97M-V functional and the def2-TZVPD basis

Geometry (Å):
S: -3.061 0.328 0.011
N: -1.756 -0.804 -0.223
C: -0.585 -0.266 -0.094
N: -0.242 1.111 -0.178
C: 1.085 1.368 -0.037
C: 1.984 0.324 -0.040
N: 1.587 -0.901 -0.023
N: 0.404 -1.207 -0.050
H: -4.122 -0.681 0.121
H: 1.314 2.430 0.136
H: 3.131 0.562 0.098
H: 0.259 -2.265 0.279

For the relative energy (zero: lowest compared OMol25 entry of this formula, charge and spin), the calculation gives 2.340 eV. The largest force on an atom comes out at 0.10961 hartree/bohr. The value obtained for the frontier orbital gap is 7.22 eV. The calculation puts the electronic energy at -19968.2945 eV. The value obtained for the HOMO energy is -7.70 eV.

***

Entry 5:
Formula: C9H14NO2S
Source: the Open Molecules 2025 dataset
Level of theory: the ωB97M-V functional and the def2-TZVPD basis

Geometry (Å):
N: -1.887 1.214 1.235
O: -1.574 2.273 0.287
O: -1.213 -1.157 1.307
C: -1.124 0.207 0.995
C: -0.198 0.575 0.090
C: -0.628 1.715 -0.532
S: 1.350 0.117 -2.168
C: 3.084 -0.392 -2.200
C: 0.922 -0.357 -0.391
C: -2.466 -2.712 2.776
C: -2.435 -1.381 2.144
C: 0.277 2.450 -1.556
C: 1.628 1.753 -1.699
H: 3.437 -0.494 -3.315
H: 3.842 0.334 -1.827
H: 3.274 -1.336 -1.612
H: 0.553 -1.381 -0.383
H: 1.776 -0.348 0.292
H: -2.403 -2.580 3.858
H: -3.361 -3.247 2.529
H: -1.570 -3.362 2.548
H: -3.318 -1.351 1.494
H: -2.489 -0.655 2.969
H: 0.423 3.437 -1.126
H: -0.192 2.634 -2.531
H: 2.065 1.804 -0.659
H: 2.228 2.241 -2.526

Its total charge is +1. For the relative energy (zero: lowest compared OMol25 entry of this formula, charge and spin), the calculation gives 4.270 eV. The largest force on an atom comes out at 0.11546 hartree/bohr. The value obtained for the frontier orbital gap is 9.60 eV. The calculation puts the electronic energy at -25969.7183 eV. The value obtained for the HOMO energy is -13.15 eV.

***

Entry 6:
Formula: C5H13ClNO
Source: the Open Molecules 2025 dataset
Level of theory: the ωB97M-V functional and the def2-TZVPD basis

Geometry (Å):
C: -1.534 -1.563 0.559
C: -2.021 0.192 -0.956
C: 0.001 1.108 0.899
C: 3.265 0.238 -0.154
C: -0.994 -0.719 -0.543
N: 0.212 0.027 -0.020
O: 3.727 1.320 -0.641
Cl: 4.359 -0.994 0.384
H: -1.749 -0.893 1.333
H: -2.569 -1.786 0.354
H: -0.978 -2.392 0.816
H: -2.801 -0.351 -1.520
H: -2.509 0.747 -0.080
H: -1.677 0.861 -1.691
H: 0.984 1.224 1.429
H: -0.430 2.081 0.478
H: -0.760 0.830 1.608
H: -0.805 -1.331 -1.432
H: 0.649 0.552 -0.760
H: 0.912 -0.656 0.458
H: 4.719 1.507 -0.522

Its total charge is +1. For the relative energy (zero: lowest compared OMol25 entry of this formula, charge and spin), the calculation gives 0.719 eV. The largest force on an atom comes out at 0.06980 hartree/bohr. The value obtained for the frontier orbital gap is 9.91 eV. The calculation puts the electronic energy at -21446.4973 eV. The value obtained for the HOMO energy is -13.20 eV.

***

Entry 7:
Formula: C4H7N2S
Source: the Open Molecules 2025 dataset
Level of theory: the ωB97M-V functional and the def2-TZVPD basis

Geometry (Å):
C: -1.940 -0.094 0.847
C: 2.658 -0.809 -0.414
C: -0.588 -0.946 -0.302
C: 2.819 -1.806 -1.236
N: -2.029 -0.682 -0.323
N: -0.676 -0.345 0.990
S: 2.381 0.320 0.598
H: -2.768 0.522 1.222
H: -0.494 -1.976 -0.338
H: 0.020 -0.546 -1.127
H: 2.199 -1.763 -2.147
H: 0.058 -0.045 1.616
H: 3.404 -2.744 -1.150
H: -2.771 -0.722 -1.051

Its total charge is +1. For the relative energy (zero: lowest compared OMol25 entry of this formula, charge and spin), the calculation gives 3.408 eV. The largest force on an atom comes out at 0.06390 hartree/bohr. The value obtained for the frontier orbital gap is 8.42 eV. The calculation puts the electronic energy at -18066.9847 eV. The value obtained for the HOMO energy is -12.29 eV.